1.
Formula: C6H12O2
Source: the OMol25 dataset
Level of theory: ωB97M-V/def2-TZVPD

The geometry in XYZ format:
```
20
C6H12O2 (ωB97M-V/def2-TZVPD)
C 1.1410 0.9235 -1.2728
C 0.5701 -0.0143 -0.2354
C 1.6349 -0.6381 0.6371
C -0.6449 -0.8655 -0.5600
O -1.2298 -0.6862 -1.8660
C -0.7882 0.3178 0.3700
C -1.0737 0.1206 1.8234
O -1.4943 1.4438 -0.1890
H 0.3858 1.3360 -1.9481
H 1.8795 0.4022 -1.8911
H 1.6407 1.7643 -0.7797
H 1.9752 0.0791 1.3910
H 1.2785 -1.5356 1.1532
H 2.5004 -0.9374 0.0361
H -0.6959 -1.8596 -0.1263
H -1.9238 -1.3503 -2.0264
H -0.6685 -0.8184 2.2114
H -2.1545 0.1095 1.9981
H -0.6450 0.9440 2.4040
H -1.6877 1.2645 -1.1294
```

Computed properties:
Multiplicity = 1
F_max = 1.2 eV Å⁻¹
Gap between HOMO and LUMO = 9.6717 eV
HOMO energy = -0.332 hartree

Okay, here come the natural (NBO) numbers, in e, for every atom:
1. C -0.5948
2. C -0.1028
3. C -0.5965
4. C 0.0553
5. O -0.7356
6. C 0.2273
7. C -0.6244
8. O -0.7163
9. H 0.2229
10. H 0.2087
11. H 0.2141
12. H 0.2124
13. H 0.2060
14. H 0.2144
15. H 0.1813
16. H 0.4860
17. H 0.2129
18. H 0.2238
19. H 0.2170
20. H 0.4884

***

2.
Formula: C57H55CsN6O2P
Source: the OMol25 dataset
Level of theory: ωB97M-V/def2-TZVPD

The geometry in XYZ format:
```
122
C57H55CsN6O2P (ωB97M-V/def2-TZVPD)
Cs 1.6267 -1.0651 0.9831
C 5.6470 0.0683 -1.9070
C 4.3857 0.4492 -1.3888
N 4.1517 0.3493 -0.1020
C 5.0261 -0.1223 0.7513
C 6.3324 -0.6077 0.2997
C 6.6086 -0.4614 -1.0624
C 7.2630 -1.0460 1.2268
C 6.9732 -1.0839 2.5482
C 5.7046 -0.6374 3.0455
C 4.7279 -0.1145 2.1697
N 3.5208 0.3432 2.6229
C 3.2625 1.5538 3.2030
C 4.2582 2.4958 3.3929
C 3.9191 3.7698 3.9435
C 2.7089 4.2409 4.2227
C 1.6763 3.2876 4.1214
C 0.2811 3.6202 4.3581
C -0.7095 2.6804 4.3140
C -0.3353 1.3992 3.8730
N 0.8990 1.0573 3.5200
C 1.9406 1.9698 3.6870
H 5.7409 0.1265 -3.0015
H 3.6247 0.8728 -2.0536
H 7.5203 -0.9173 -1.4512
H 8.2834 -1.3471 0.9866
H 7.6905 -1.4475 3.2627
H 5.4737 -0.6068 4.0932
H 5.2507 2.2935 3.0393
H 4.7640 4.4115 4.0610
H 2.4313 5.2270 4.6161
H 0.0902 4.6529 4.6614
H -1.7520 2.9459 4.5074
H -1.0364 0.5650 3.8109
C 0.1441 4.4288 0.9299
C 0.8752 3.6389 -0.2264
C 1.2638 2.2336 0.0574
C 0.0186 3.6796 -1.5359
C -0.4103 5.0887 -1.9984
O -1.8339 5.1018 -1.8458
C -2.1787 3.8173 -1.5006
N -1.2617 2.9955 -1.3385
C -3.6134 3.5308 -1.3096
C -4.5512 4.1559 -2.2124
C -5.8932 3.9185 -2.0823
C -6.3425 3.0427 -1.1053
C -5.4485 2.3727 -0.2619
C -4.0773 2.6605 -0.3239
P -2.8277 2.0420 0.9753
C -2.6519 0.2299 0.6642
C -1.8815 -0.5731 1.5274
C -1.7689 -1.9104 1.3032
C -2.3895 -2.5289 0.2064
C -3.0631 -1.7119 -0.6557
C -3.2388 -0.3614 -0.4325
C -4.0317 2.1014 2.3292
C -4.6498 1.0203 2.9704
C -5.6235 1.2598 3.9090
C -6.0461 2.5358 4.2240
C -5.4038 3.6523 3.6046
C -4.3808 3.4100 2.7097
H 0.9116 4.7570 1.6558
H -0.4869 3.7721 1.5069
H -0.4927 5.2715 0.7333
H 1.7781 4.2083 -0.3999
H 0.3168 1.6169 0.1177
H 1.9648 2.0731 0.8766
H 1.7567 1.8024 -0.8580
H 0.5532 3.2223 -2.3442
H -0.1864 5.1540 -3.0918
H 0.0412 5.9689 -1.5260
H -4.2000 4.7208 -3.0995
H -6.5600 4.4979 -2.7064
H -7.4167 2.8330 -1.0109
H -5.8748 1.7850 0.5175
H -1.2900 -0.1359 2.3475
H -1.1266 -2.5180 1.9312
H -2.3124 -3.5857 0.0600
H -3.4709 -2.1632 -1.5769
H -3.9316 0.1167 -1.1596
H -4.4368 -0.0218 2.7202
H -6.1192 0.4650 4.4177
H -6.8734 2.7488 4.9151
H -5.7399 4.6395 3.9076
H -3.9739 4.3104 2.2353
C 0.0933 -7.2494 -4.2983
C -1.0726 -6.4432 -3.8329
C -1.0014 -5.0115 -4.2064
C -1.5447 -4.5983 -5.4480
C -1.6419 -3.3118 -5.8475
C -1.1880 -2.3235 -4.9895
C -0.6603 -2.5843 -3.7596
C -0.2312 -1.5175 -2.7844
C 1.2675 -1.2753 -2.9988
C -0.5588 -3.9522 -3.3724
N -0.0696 -4.1836 -2.1203
C 1.1954 -4.3310 -1.9816
C 1.8076 -4.4078 -0.6801
C 3.1945 -4.3906 -0.4373
C 3.3244 -4.3486 0.9596
C 2.0352 -4.4344 1.4660
N 1.1012 -4.4876 0.4995
H 0.0586 -8.3460 -4.2347
H 0.9585 -6.9690 -3.7047
H 0.2245 -7.0033 -5.3433
H -1.1519 -6.4460 -2.7478
H -2.0127 -6.8799 -4.2390
H -1.8678 -5.3964 -6.1374
H -2.0737 -3.0988 -6.8074
H -1.4139 -1.2639 -5.1396
H -0.3105 -1.8950 -1.7820
H -0.8161 -0.5916 -2.8039
H 1.9078 -2.2001 -3.0768
H 1.5644 -0.6749 -2.1628
H 1.4345 -0.6204 -3.8728
H 1.8681 -4.2716 -2.8713
H 4.0075 -4.2770 -1.2069
H 4.2456 -4.3111 1.5650
H 1.7840 -4.5370 2.4715
O -1.6542 -5.2836 0.9282
H -1.5792 -6.2458 1.1836
H -0.7384 -5.1315 0.7085
```

Computed properties:
Charge = -1
Multiplicity = 1
F_max = 3.4 eV Å⁻¹
Gap between HOMO and LUMO = 6.0682 eV
HOMO energy = -0.152 hartree

Mulliken population analysis, charges in e, atoms 1 to 99:
1. Cs 1.1936
2. C -0.9990
3. C -0.1851
4. N -0.0220
5. C 0.7429
6. C 1.0949
7. C -0.6619
8. C -0.8679
9. C -0.6758
10. C -0.5000
11. C -1.0146
12. N 0.2194
13. C 0.1986
14. C -0.8503
15. C -0.6618
16. C -1.2667
17. C 1.4079
18. C -0.4936
19. C -0.7977
20. C -0.6602
21. N -0.1740
22. C -0.1384
23. H 0.3610
24. H 0.2903
25. H 0.3510
26. H 0.3205
27. H 0.3948
28. H 0.5532
29. H 0.5432
30. H 0.3533
31. H 0.3501
32. H 0.3007
33. H 0.3936
34. H 1.1945
35. C -0.9734
36. C 0.7406
37. C 0.3765
38. C -0.7780
39. C -0.6514
40. O -0.4524
41. C 0.2389
42. N -0.1123
43. C -0.0234
44. C -0.7196
45. C -0.6431
46. C -0.6318
47. C -0.2831
48. C -0.2150
49. P 1.2812
50. C 0.9726
51. C -0.4696
52. C -1.2783
53. C -0.5528
54. C -0.6223
55. C -0.7223
56. C 0.7214
57. C -0.1266
58. C -0.6584
59. C -0.5442
60. C -0.7973
61. C -0.5387
62. H 0.3107
63. H -0.2533
64. H 0.5274
65. H 0.5860
66. H -0.4366
67. H -0.0747
68. H -0.3306
69. H 0.6997
70. H 0.2843
71. H 0.3773
72. H 0.3574
73. H 0.3791
74. H 0.3909
75. H 0.5088
76. H 0.3456
77. H 0.6373
78. H 0.6096
79. H 0.2658
80. H 0.2005
81. H 0.3200
82. H 0.4070
83. H 0.3265
84. H 0.3994
85. H 0.3364
86. C -1.0642
87. C -0.8708
88. C 0.3802
89. C -0.2579
90. C -1.3053
91. C -0.4633
92. C 0.0800
93. C 0.0760
94. C -0.6529
95. C 0.5987
96. N 0.3972
97. C -0.4482
98. C -0.0326
99. C -0.9204

***

3.
Formula: C4H9O2
Source: the OMol25 dataset
Level of theory: ωB97M-V/def2-TZVPD

The geometry in XYZ format:
```
15
C4H9O2 (ωB97M-V/def2-TZVPD)
C -0.1995 -1.6506 0.8006
C 1.3448 -1.6925 0.6452
O 1.8425 -1.1487 -0.3887
O 1.9029 -1.7483 1.7621
H -0.9300 -1.5387 -0.0752
H -0.3402 -0.8065 1.5474
H -0.6115 -2.5761 1.1690
C 0.0416 0.9517 -1.1463
C -0.9211 1.8816 -0.2733
H -0.0656 -0.0806 -1.0086
H 0.2336 1.4245 -2.1280
H 0.9833 0.7895 -0.6540
H -0.3449 2.7237 -0.1516
H -1.0513 1.5500 0.7248
H -1.8846 1.9212 -0.8235
```

Computed properties:
Charge = -1
Multiplicity = 1
F_max = 3.8 eV Å⁻¹
Gap between HOMO and LUMO = 8.0233 eV
HOMO energy = -0.144 hartree

Okay, here come the natural (NBO) numbers, in e, for every atom:
1. C -0.7483
2. C 0.7424
3. O -0.7957
4. O -0.7726
5. H 0.1780
6. H 0.2156
7. H 0.1951
8. C -0.6708
9. C -0.6226
10. H 0.2593
11. H 0.1813
12. H 0.2613
13. H 0.1933
14. H 0.1990
15. H 0.1845

***

Energy above the lowest of the compared OMol25 structures with the same formula, charge and spin / kJ/mol: 169.1, 191.6, 163.8